Molecular formula: C26H66F6FeN6O12S2
Method: DFT, ωB97M-V/def2-TZVPD

Each line ends with the Löwdin charge.
Atoms and positions in Å:
Fe1 -2.54078 -18.33337 -5.99170  1.0073
S1 -1.21042 -21.33466 -5.80552  0.5491
S2 -4.69562 -16.04488 -5.09934  0.6550
F1 -4.13317 -14.00056 -6.78154  0.1401
F2 0.46822 -21.73475 -7.86169  0.1525
F3 1.06925 -22.73732 -6.04571  0.1887
F4 -6.13331 -13.89392 -5.84052  0.1558
F5 1.25979 -20.58877 -6.09860  0.1364
F6 -5.77437 -15.26720 -7.42724  0.1604
O1 0.41966 -18.27120 -3.76870  -0.2377
O2 -6.65119 -21.02734 -5.88832  -0.1705
O3 -1.71017 -20.02894 -6.25751  -0.3866
O4 -0.95797 -21.25009 -4.37691  -0.2937
O5 -4.74427 -20.50284 -8.33419  -0.2458
O6 1.68577 -17.72830 -7.18574  -0.2144
O7 -4.83016 -25.28544 -5.23110  -0.2036
O8 -4.56008 -15.41342 -3.77547  -0.2758
O9 -5.76146 -17.08036 -5.17346  -0.3256
O10 -2.03652 -22.43480 -6.14658  -0.2677
O11 -3.45489 -16.72049 -5.58956  -0.4134
O12 -2.55679 -15.80340 -8.59902  -0.2212
N1 -5.62612 -17.68275 -8.97090  0.0556
N2 -2.24461 -18.70692 -3.86542  0.0428
N3 -3.07246 -18.39043 -7.98118  0.0142
N4 -0.68697 -17.54844 -6.07889  0.0405
N5 -4.32061 -19.39327 -5.64514  0.0265
N6 -3.58175 -23.41909 -3.61664  0.0581
C1 -2.54675 -14.51009 -9.17798  -0.1068
C2 -7.89284 -18.42698 -8.67347  -0.0307
C3 -3.13746 -24.75960 -3.53116  -0.4606
C4 -2.59518 -17.54932 -1.80778  -0.0446
C5 -4.70627 -20.42086 -4.68070  -0.3578
C6 -5.91678 -20.12331 -9.05503  -0.1439
C7 -0.34958 -17.97775 -2.62616  -0.1691
C8 -1.88630 -19.23416 -10.01782  -0.0195
C9 0.56551 -21.63434 -6.53986  -0.6340
C10 -7.40887 -21.98650 -6.64179  -0.0593
C11 -5.12269 -25.91850 -6.46235  -0.1211
C12 -2.05659 -18.08130 -9.02539  -0.3283
C13 1.67624 -18.90018 -3.48674  -0.0433
C14 -3.64587 -25.29892 -2.22478  -0.0638
C15 -4.21115 -21.76394 -8.80515  -0.0550
C16 -3.45785 -25.58507 -4.82171  -0.1392
C17 -6.44920 -18.77244 -8.47609  -0.4153
C18 1.41026 -16.48791 -6.57298  -0.1914
C19 -1.76376 -17.63431 -3.08468  -0.3938
C20 -2.52160 -16.72303 -9.72579  -0.1451
C21 -5.42998 -19.74479 -3.47401  -0.0106
C22 -5.49424 -21.54173 -5.30308  -0.2020
C23 -5.21141 -14.68352 -6.41374  -0.6265
C24 -0.11937 -16.23170 -6.50949  -0.3384
C25 3.09298 -18.12350 -7.16523  -0.0417
C26 -0.44272 -15.02786 -5.64697  -0.0259
H1 -5.01371 -27.00121 -6.39936  0.0856
H2 -4.83406 -22.61658 -8.53482  0.0840
H3 -4.11767 -21.85695 -9.88714  0.0950
H4 -0.28008 -18.81429 -1.93085  0.1401
H5 3.30017 -18.90794 -7.89314  0.0952
H6 1.82860 -15.78491 -7.29331  0.1323
H7 2.36256 -18.39995 -2.80348  0.0992
H8 -2.69239 -13.80210 -8.36212  0.0756
H9 -6.29979 -18.78783 -7.39650  0.1178
H10 -3.06154 -19.05519 -3.38435  0.0696
H11 -5.68775 -20.46903 -2.70128  0.0929
H12 -5.77132 -17.70872 -9.97007  0.0914
H13 -6.18908 -25.84254 -6.67482  0.0842
H14 -4.72934 -25.40512 -2.17086  0.0836
H15 2.12671 -18.93656 -4.47863  0.0650
H16 -2.77046 -19.46040 -10.61378  0.0880
H17 -8.10551 -17.57140 -8.03249  0.0935
H18 -6.09928 -16.83280 -8.69917  0.0667
H19 3.72353 -17.31058 -7.52531  0.0902
H20 -1.70243 -16.50183 -10.40999  0.1300
H21 -6.85305 -22.52206 -7.41142  0.0729
H22 -4.88195 -18.99258 -2.90661  0.0572
H23 -3.25014 -26.30847 -2.11379  0.0776
H24 -1.10259 -17.73055 -8.63173  0.1156
H25 -4.59886 -19.91732 -6.46247  0.0603
H26 -5.17721 -18.87482 -5.51270  0.0498
H27 -2.49950 -18.43242 -1.17607  0.0970
H28 -8.51372 -19.25743 -8.33736  0.0816
H29 -3.57807 -19.18466 -8.34680  0.0489
H30 -7.78376 -22.72040 -5.92838  0.0987
H31 -0.15807 -17.66570 -5.22647  0.0559
H32 -3.67285 -17.40275 -1.88043  0.0744
H33 -3.75648 -17.76378 -8.38063  0.0439
H34 -5.78802 -22.32059 -4.59939  0.1299
H35 -2.76300 -25.36807 -5.63300  0.1120
H36 -0.96960 -19.03240 -10.57195  0.0919
H37 -2.05140 -24.72539 -3.44518  0.1386
H38 -1.73158 -20.17023 -9.48124  0.0681
H39 -3.51379 -16.73733 -10.17685  0.1162
H40 -3.29398 -26.65112 -4.66426  0.1193
H41 -6.67936 -20.89215 -8.93077  0.1076
H42 -6.40986 -19.33306 -3.71572  0.0900
H43 1.52018 -19.89297 -3.06468  0.1014
H44 -3.33150 -14.28363 -9.89978  0.1004
H45 3.40911 -18.38986 -6.15666  0.0798
H46 -0.34926 -15.93444 -7.53267  0.1244
H47 -0.12940 -15.26075 -4.62929  0.0809
H48 -8.02589 -18.16497 -9.72311  0.0918
H49 0.11933 -17.18235 -2.04688  0.1411
H50 -1.50921 -14.80388 -5.67017  0.0697
H51 -8.20460 -21.44874 -7.15728  0.0863
H52 -3.80391 -20.85975 -4.25499  0.1100
H53 -2.40396 -16.69866 -1.15362  0.0961
H54 -4.52633 -23.68792 -3.85246  0.0475
H55 -1.54765 -14.34340 -9.58062  0.0953
H56 -3.26546 -24.67725 -1.41428  0.0823
H57 -3.20177 -21.93981 -8.43324  0.0786
H58 -1.67793 -19.48574 -3.56140  0.0840
H59 -0.00566 -17.97954 -6.68723  0.0683
H60 -4.85587 -21.96108 -6.08072  0.1172
H61 -4.52628 -25.54679 -7.29554  0.0833
H62 -5.88127 -20.06797 -10.14305  0.1334
H63 1.95385 -16.21475 -5.66855  0.1370
H64 -1.90171 -16.66414 -3.56200  0.1249
H65 -3.23308 -23.00127 -4.46750  0.0237
H66 -0.03227 -14.02478 -5.76296  0.0959

Forces on the atoms, in the same order (eV/Å):
-0.898 -0.321 0.487
1.372 -0.595 3.244
-2.699 -1.662 2.447
-0.538 0.109 0.163
0.642 0.466 0.068
0.119 -0.176 0.001
0.964 -0.268 -0.246
0.519 -0.034 -0.882
-0.110 -0.314 -1.031
1.042 0.000 0.750
-0.807 0.478 -1.214
0.818 -0.715 -1.866
0.562 0.011 -0.416
0.109 -1.042 -1.665
0.883 -1.259 0.456
1.238 -0.591 -0.072
0.316 -0.526 -2.815
0.902 2.352 -0.283
-0.635 -0.872 -1.558
0.275 2.052 -0.133
-0.421 -0.260 -1.979
0.113 0.237 -0.681
-0.641 -1.639 -0.231
0.897 0.840 -1.666
1.196 2.448 -1.223
-2.038 -1.302 -0.327
-1.189 0.781 -0.483
0.552 0.977 1.330
-0.105 -0.657 -0.071
1.719 -1.060 -0.401
-0.763 0.528 1.435
0.663 -0.136 3.558
-1.863 0.648 0.975
0.618 0.899 -0.082
0.505 0.023 0.918
-2.673 0.498 0.892
0.225 0.364 0.804
-0.638 -0.539 0.317
-0.618 1.071 -1.525
-0.210 -0.199 -0.747
0.149 -1.257 0.057
0.159 -0.319 -0.206
-0.674 0.411 0.595
0.997 -0.829 0.866
0.710 1.805 -1.346
-0.003 1.566 3.097
1.078 -1.535 2.232
-0.657 -0.875 0.325
-0.105 -0.229 -0.283
0.298 -0.377 2.438
1.400 1.669 -0.689
-0.512 0.792 -0.284
-0.648 -0.093 1.332
0.543 -0.209 0.106
-0.204 0.152 0.446
-0.212 0.689 -0.283
-0.687 -0.530 -0.081
-0.655 -0.299 0.319
-0.149 0.737 0.031
-0.360 0.706 0.060
0.178 -0.002 -0.145
0.124 -0.370 0.099
-1.056 0.387 -0.516
0.258 -0.495 -0.133
0.230 0.192 -0.567
-0.013 0.657 0.006
-0.099 0.322 -0.057
0.287 -0.402 0.297
0.050 0.578 -0.376
-0.169 0.075 -0.170
0.212 0.253 0.152
-0.113 0.425 0.201
-0.253 0.502 -0.310
0.514 0.053 0.074
0.190 0.213 -0.515
0.026 -0.127 0.307
0.071 -0.685 0.354
0.679 0.327 -1.337
0.148 1.753 -0.552
0.304 -0.254 -0.082
-0.336 0.108 -0.301
0.250 -1.319 0.697
-0.375 -0.147 -0.176
-0.304 -0.584 1.215
-0.124 -0.175 -1.035
-1.351 0.980 1.421
0.361 0.006 0.244
-0.008 0.658 -0.156
-0.333 -0.227 -0.552
0.290 -0.327 -0.117
0.317 0.006 0.276
0.164 -0.206 -0.317
-0.493 -0.292 0.296
-0.102 -0.102 0.413
0.173 0.301 -0.467
-0.150 -0.198 -0.267
-0.045 -0.505 -0.259
-0.065 -0.143 -0.064
-0.730 -0.742 -0.042
-0.364 -0.120 0.365
-0.585 -0.088 -0.015
-0.086 0.540 -0.136
-0.186 -0.454 0.204
-0.116 -0.042 0.351
0.092 -0.384 -0.088
0.806 0.120 -0.134
-0.940 1.241 0.003
-0.071 0.247 -0.449
-0.209 -0.045 -0.027
-0.191 0.334 0.506
0.900 -0.808 -1.146
-0.523 -2.255 -0.527
0.162 -0.498 -0.115
0.099 0.172 -0.022
1.100 0.197 -0.285
-0.081 -0.920 0.653
0.583 -0.065 -0.365
0.258 0.108 -0.201
0.775 -0.365 -1.093

Output
Multiplicity = 6
Total energy = -4920.615843 Ha
HOMO level (spin up / spin down) = -0.406 / -0.406 Ha
Expectation value of S² = 8.76
Kohn-Sham gap (spin up / spin down) = 0.347 / 0.268 Eh
Total charge = +1